(1)
Computed, not measured: a single C3H3NO2 molecule in a non-equilibrium geometry, with ωB97M-V/def2-TZVPD.

Output
Orbital gap (alpha / beta), hartree: 0.3191 / 0.3294
E_tot, a.u.: -321.12314
Relative energy (zero: lowest compared OMol25 entry of this formula, charge and spin), eV: 6.926
HOMO level (alpha / beta), hartree: -0.316 / -0.330

Last column: natural (NBO) charge in e.
Cartesian coordinates (Å):
H1 -1.211 1.488 -0.854  0.112
N1 1.826 0.459 -0.983  -0.089
O1 -0.431 0.214 -2.125  -0.489
C1 0.696 0.454 -0.053  -0.316
O2 1.850 -0.844 -1.055  -0.198
H2 0.689 1.159 0.865  0.257
C2 0.919 -1.073 -0.101  0.080
C3 -0.360 0.715 -1.080  0.433
H3 0.400 -2.050 0.035  0.209

***

(2)
Computed, not measured: a molecular structure, C34H51N5O6P2PbS2, with ωB97M-V/def2-TZVPD.

Output
Orbital gap, hartree: 0.2670
E_tot, a.u.: -3723.09535
Relative energy (zero: lowest compared OMol25 entry of this formula, charge and spin), eV: 0.281
HOMO level, hartree: -0.489
Charge: +2

Last column: Löwdin charge in e.
Cartesian coordinates (Å):
C1 2.013 4.344 0.525  -0.025
H1 2.675 1.897 2.911  0.093
S1 -3.298 -4.210 0.358  1.178
H2 3.872 2.824 2.003  0.102
H3 2.757 1.759 1.142  0.057
H4 -5.603 -2.517 1.112  0.118
H5 4.597 -0.336 1.103  0.123
H6 -2.814 4.293 -1.178  0.079
C2 2.788 -2.111 3.965  -0.062
H7 -2.600 0.819 -3.906  0.085
H8 0.566 -3.856 -1.440  0.074
H9 5.795 -0.708 3.269  0.118
C3 2.222 -1.868 2.723  -0.675
C4 4.804 -2.803 -0.696  -0.034
C5 -0.983 0.334 4.856  -0.027
C6 -1.511 2.492 0.522  -0.173
H10 4.832 1.257 -3.553  0.120
C7 2.183 -0.262 -1.210  -0.211
H11 2.111 4.331 2.667  0.152
C8 4.092 0.842 -2.882  -0.037
C9 -2.937 -0.019 -3.297  -0.028
H12 -4.806 2.038 -3.193  0.086
C10 -1.689 3.515 -2.874  -0.408
Pb1 0.745 -1.082 0.205  1.324
O1 -0.733 0.300 -0.950  -0.370
H13 -4.073 -0.434 -1.540  0.081
H14 0.189 -4.406 0.679  0.038
H15 5.045 -1.071 -2.790  0.127
H16 1.315 5.179 0.484  0.090
H17 -1.250 5.102 -1.473  0.090
O2 -3.125 1.316 -1.196  -0.164
H18 2.918 2.638 -2.778  0.115
C11 -5.879 -2.391 -1.022  -0.077
H19 6.080 -4.330 0.091  0.116
C12 4.778 -1.048 3.135  -0.028
H20 -2.731 1.474 4.365  0.151
H21 -2.566 3.085 -3.359  0.126
N1 -1.470 -2.474 0.017  -0.095
H22 1.805 3.659 -0.299  0.065
H23 2.015 -5.450 -0.638  0.112
H24 1.134 -2.580 -2.326  0.119
P1 -1.595 1.516 -0.995  0.488
N2 1.185 -3.053 -1.429  0.043
C13 2.066 1.054 -1.616  -0.113
C14 1.921 3.630 1.855  -0.376
C15 -3.686 -2.528 0.210  -0.587
C16 -0.690 3.961 -3.915  -0.027
C17 -1.648 -3.765 0.179  -0.707
C18 -1.931 0.944 3.850  -0.382
P2 -0.375 2.028 1.864  0.493
C19 2.796 -4.699 -0.622  -0.024
O3 0.359 0.752 1.584  -0.380
S2 0.557 -2.336 2.300  0.730
N3 -0.647 -4.698 0.181  0.080
H25 -5.998 -3.468 -1.139  0.079
H26 -1.221 3.502 0.235  0.064
C20 -2.114 4.630 -1.944  -0.036
H27 2.231 -2.602 4.749  0.117
H28 -0.141 -0.149 4.357  0.059
H29 -0.928 -5.636 0.429  0.110
C21 2.850 2.444 1.985  -0.046
H30 -1.517 -0.416 5.441  0.097
H31 -1.725 -0.562 2.303  0.021
C22 -2.509 -0.051 2.866  -0.055
H32 -5.368 -2.019 -1.910  0.066
C23 5.079 -4.077 -0.230  -0.052
C24 4.071 -5.027 -0.188  -0.051
H33 4.278 -6.028 0.164  0.116
H34 -3.066 -0.808 3.419  0.101
C25 2.523 -3.415 -1.073  -0.271
H35 -2.069 -0.577 -2.947  0.074
H36 -5.084 -0.982 0.450  0.112
H37 -3.201 0.420 2.167  0.082
H38 -0.606 1.092 5.540  0.095
H39 0.189 4.399 -3.439  0.088
H40 -3.524 -0.672 -3.944  0.100
C26 3.272 -1.051 -1.595  -0.202
H41 -1.141 4.716 -4.558  0.098
H42 -2.515 2.570 0.940  0.092
H43 -5.643 1.498 -1.728  0.092
C27 -3.820 0.427 -2.152  -0.403
C28 4.123 -0.844 1.935  -0.121
C29 4.210 -0.471 -2.454  -0.010
H44 -6.873 -1.950 -0.986  0.089
H45 5.595 -2.064 -0.728  0.121
C30 -5.061 1.168 -2.587  -0.022
H46 -2.625 5.394 -2.530  0.103
O4 0.516 3.277 2.084  -0.146
N4 2.873 -1.256 1.734  -0.025
C31 3.023 1.611 -2.451  -0.050
N5 -2.657 -1.772 0.041  0.030
H47 -0.377 3.123 -4.536  0.090
H48 3.021 4.737 0.386  0.099
H49 -5.685 0.510 -3.192  0.095
C32 4.095 -1.694 4.158  -0.029
O5 -1.238 2.031 3.156  -0.147
H50 4.579 -1.869 5.110  0.124
H51 1.221 1.651 -1.305  0.069
C33 -5.105 -2.056 0.256  -0.232
O6 -1.036 2.409 -2.161  -0.181
C34 3.523 -2.439 -1.110  -0.164

***

(3)
Computed, not measured: 7 unconnected molecules or ions with the total composition C53H99FN2O16PS7 in a non-equilibrium geometry, with ωB97M-V/def2-TZVPD.

Output
Orbital gap, hartree: 0.2725
E_tot, a.u.: -6620.31064
HOMO level, hartree: -0.389
Charge: +1

Last column: Löwdin charge in e.
Cartesian coordinates (Å):
S1 -0.637 -8.586 -6.276  0.660
H1 3.924 3.101 0.446  0.082
H2 -3.490 -3.592 6.862  0.117
H3 -0.986 -10.851 -6.941  0.112
H4 -3.799 -0.613 0.826  0.149
H5 -0.994 2.733 -1.060  0.142
H6 4.363 1.439 -1.367  0.075
C1 10.601 -1.109 0.657  -0.218
P1 -2.203 0.179 2.773  0.968
C2 -0.593 -4.622 -5.712  -0.063
H7 3.706 0.055 0.071  0.087
H8 -1.699 -0.674 -6.117  0.129
C3 0.558 -4.870 -4.860  -0.065
C4 -2.210 -2.355 -1.816  -0.015
H9 -1.981 -11.451 -4.546  0.118
C5 -1.700 -0.894 1.290  -0.502
O1 -6.175 -0.257 5.279  -0.341
C6 0.459 -2.509 -4.070  -0.246
C7 -7.684 5.057 5.274  -0.233
H10 -4.784 -2.495 8.645  0.122
C8 -0.729 0.900 3.666  -0.271
C9 5.485 1.410 -1.436  -0.168
C10 -5.178 -2.638 5.874  -0.215
H11 -7.842 0.501 -4.250  0.122
C11 11.549 1.155 0.932  -0.219
S2 -6.132 -1.204 6.372  0.664
H12 0.975 0.937 -2.664  0.100
H13 5.342 8.123 0.933  0.109
O2 0.758 -8.795 -6.572  -0.313
H14 -1.617 -1.473 -2.186  0.063
C12 -3.238 1.653 2.271  -0.282
C13 3.842 8.581 3.243  -0.217
H15 3.658 -2.824 -1.748  0.089
H16 -3.270 -1.591 8.530  0.117
C14 -1.195 -3.307 -5.758  -0.030
H17 10.155 -1.384 1.612  0.106
C15 11.907 -0.332 0.848  -0.213
H18 3.586 9.002 4.216  0.116
H19 4.298 4.874 0.309  0.070
N1 -0.568 0.321 -4.660  -0.071
C16 3.490 -0.872 0.661  -0.178
H20 -0.216 -1.243 -0.404  0.126
H21 0.193 -4.303 1.587  0.091
C17 10.575 1.412 -0.213  -0.226
S3 -1.345 -2.513 2.103  0.646
C18 -4.182 -1.855 7.994  -0.218
H22 12.432 1.789 0.855  0.118
C19 -6.391 2.873 6.091  -0.233
H23 -1.327 -7.280 -4.401  0.092
S4 3.005 8.382 0.722  0.664
H24 -4.335 0.129 7.125  0.104
H25 5.131 -1.220 -3.184  0.113
H26 -1.933 0.564 -2.991  0.082
H27 3.866 -0.425 -2.204  0.082
C20 6.017 -0.085 -1.536  -0.181
C21 -0.801 -8.226 -4.526  -0.237
H28 10.746 -1.998 0.045  0.105
H29 -4.184 -1.648 -1.252  0.152
C22 -1.301 -10.631 -4.780  -0.220
C23 -3.252 -1.972 -0.705  -0.269
H30 -6.275 1.902 -5.802  0.124
H31 1.873 -1.286 -0.749  0.101
C24 -1.122 1.099 -3.536  -0.207
O3 -5.711 3.526 -1.582  -0.294
C25 4.399 -2.089 0.249  -0.198
H32 -0.089 -3.344 0.100  0.046
C26 -0.312 1.836 -1.119  -0.068
H33 4.926 9.707 0.216  0.110
C27 4.638 9.573 2.389  -0.221
H34 5.644 9.728 2.779  0.117
H35 3.673 -0.686 1.751  0.123
H36 -1.125 1.656 4.393  0.055
O4 1.001 -1.527 -3.212  -0.056
H37 -0.279 -10.978 -4.601  0.122
H38 4.128 10.541 2.375  0.122
C28 6.072 2.202 -0.199  -0.210
H39 -0.050 0.146 4.123  0.044
C29 -1.401 -0.836 -5.041  -0.167
H40 -1.514 -3.175 -1.510  0.081
C30 -6.048 1.632 -4.771  -0.213
C31 4.412 3.889 -0.199  -0.121
H41 -2.655 -9.173 -3.945  0.118
H42 -2.752 -2.739 -2.724  0.099
H43 -2.997 1.042 -1.031  0.099
C32 -1.451 -10.175 -6.226  -0.229
O5 -1.452 -7.663 -7.031  -0.335
C33 0.071 1.592 -2.633  -0.132
H44 5.423 -2.054 0.690  0.106
H45 -0.999 -5.441 -6.343  0.081
S5 -6.721 4.532 6.684  0.665
C34 4.848 -0.979 -2.119  -0.209
O6 5.798 3.603 -0.433  -0.208
C35 -0.456 -0.496 0.415  -0.197
H46 6.875 -0.106 -2.258  0.101
C36 -1.585 -9.395 -3.921  -0.214
C37 -3.879 -2.589 6.683  -0.210
H47 1.995 -3.951 -3.363  0.106
H48 -5.517 -0.168 8.433  0.111
H49 -8.135 2.349 4.933  0.125
H50 -4.233 2.794 -4.345  0.101
H51 -4.987 -2.590 4.802  0.098
C38 -0.599 -3.765 0.998  -0.122
O7 2.217 9.452 0.164  -0.314
H52 -0.117 1.498 2.927  0.040
H53 7.164 1.997 -0.131  0.092
H54 -1.356 -4.521 0.670  0.083
C39 0.965 -0.284 1.070  -0.132
H55 -1.308 -9.556 -2.878  0.115
O8 -5.482 5.272 6.694  -0.324
H56 6.417 -0.495 -0.577  0.085
O9 3.068 7.076 0.108  -0.340
H57 -7.503 6.111 5.073  0.108
S6 -5.420 2.331 -2.327  0.709
H58 -7.675 1.751 -1.819  0.112
H59 2.281 7.176 2.648  0.100
H60 -6.619 2.042 4.095  0.094
H61 -8.737 4.895 5.511  0.110
H62 -0.324 0.904 -5.455  0.120
H63 11.064 1.365 1.889  0.121
H64 4.447 7.688 3.421  0.117
C40 -0.672 -2.224 -4.930  -0.132
C41 -6.907 1.342 -2.473  -0.209
H65 -5.763 -3.528 6.108  0.107
H66 1.868 -2.309 0.805  0.108
O10 9.260 -0.454 -1.529  -0.320
H67 -6.665 0.323 -2.171  0.104
H68 1.019 -0.526 2.156  0.099
H69 -6.750 2.151 6.822  0.096
H70 1.298 0.768 0.886  0.105
H71 -7.921 4.167 3.303  0.114
F1 -3.592 -3.143 -0.019  -0.006
H72 -2.685 2.467 1.735  0.043
H73 -5.451 0.715 -4.785  0.117
C42 -7.227 4.141 4.145  -0.225
O11 -0.402 -2.357 3.230  -0.346
C43 -7.130 2.740 4.759  -0.227
C44 -7.320 1.409 -3.947  -0.203
C45 -1.070 0.667 -0.466  -0.070
H74 11.089 1.408 -1.176  0.112
C46 4.668 8.980 0.985  -0.230
O12 -4.312 1.454 -1.972  -0.359
H75 -3.684 2.113 3.196  0.050
H76 0.404 2.586 -3.042  0.127
H77 -2.500 -10.019 -6.482  0.110
H78 12.565 -0.500 -0.009  0.119
H79 -5.762 3.710 -4.208  0.118
H80 -3.118 -2.038 6.124  0.114
C47 1.112 -3.823 -4.029  0.008
H81 -2.077 -3.114 -6.407  0.112
C48 1.986 -1.279 0.366  -0.178
H82 -8.004 2.247 -4.100  0.124
H83 0.200 -8.153 -4.102  0.101
H84 1.663 -1.066 -3.765  0.110
C49 -5.283 2.742 -4.058  -0.218
H85 5.751 1.914 -2.404  0.128
H86 3.898 -3.017 0.649  0.108
H87 12.438 -0.670 1.739  0.117
H88 5.611 1.856 0.769  0.125
H89 0.981 -5.898 -4.865  0.095
O13 -7.325 -1.655 7.044  -0.310
S7 9.474 0.006 -0.179  0.669
H90 10.005 2.332 -0.095  0.109
H91 0.607 2.074 -0.535  0.117
O14 8.378 0.305 0.714  -0.331
C50 2.584 8.204 2.455  -0.224
H92 -2.351 -0.936 -4.455  0.107
H93 -5.314 2.769 5.963  0.099
H94 -4.121 1.383 1.629  0.042
C51 -4.977 -0.615 7.600  -0.237
H95 3.865 3.840 -1.185  0.093
H96 -1.603 2.026 -3.972  0.123
O15 -7.582 4.464 7.838  -0.319
O16 -2.601 -2.995 2.696  -0.353
H97 1.758 8.881 2.672  0.106
H98 5.424 -2.984 -1.489  0.115
N2 -2.351 0.412 -0.519  0.152
H99 -6.244 4.455 3.783  0.114
C52 -2.855 -0.763 0.230  -0.202
C53 4.551 -2.294 -1.306  -0.203

***

Q: E_tot of number 2 (C34H51N5O6P2PbS2)?
A: -3723.09535 a.u.

***

Q: Which formula does entry 2 have?
A: C34H51N5O6P2PbS2